[1]
Below is a structure of composition C38H35BrN2P2PtTe, with properties calculated with wB97M-V/def2-TZVPD.

Output
LUMO level (spin up / spin down) in eV: 0.5614 / -0.6252
Energy in eV: -142115.3184
Kohn-Sham gap (spin up / spin down) in eV: 6.420 / 5.921
HOMO energy (spin up / spin down) in eV: -5.858 / -6.546
Total charge: 0
Multiplicity: 3

Cartesian coordinates (Å):
1 Pt 0.088 0.117 0.895
2 C 1.507 3.103 0.882
3 N 2.697 2.801 0.111
4 C 2.920 1.494 -0.472
5 P 2.346 0.096 0.596
6 C 3.365 0.309 2.090
7 C 4.670 0.798 2.014
8 C 5.421 0.977 3.163
9 C 4.880 0.648 4.401
10 C 3.590 0.149 4.481
11 C 2.828 -0.011 3.331
12 C 3.093 -1.316 -0.274
13 C 3.773 -2.305 0.435
14 C 4.205 -3.456 -0.206
15 C 3.964 -3.632 -1.562
16 C 3.291 -2.649 -2.275
17 C 2.854 -1.499 -1.635
18 C 3.734 3.735 0.090
19 C 3.855 4.702 1.095
20 C 4.890 5.624 1.060
21 C 5.832 5.607 0.044
22 C 5.713 4.653 -0.955
23 C 4.678 3.734 -0.946
24 P 0.001 2.246 0.220
25 C -1.334 3.302 0.852
26 C -2.369 3.729 0.028
27 C -3.420 4.468 0.553
28 C -3.442 4.790 1.902
29 C -2.411 4.364 2.729
30 C -1.367 3.617 2.209
31 C 0.106 2.688 -1.547
32 C -0.029 1.699 -2.512
33 C 0.106 2.011 -3.860
34 C 0.388 3.310 -4.246
35 C 0.526 4.308 -3.286
36 C 0.380 3.997 -1.945
37 H 1.347 4.183 0.853
38 H 1.594 2.806 1.938
39 H 3.986 1.370 -0.661
40 H 2.416 1.379 -1.438
41 H 5.115 1.054 1.061
42 H 6.424 1.377 3.095
43 H 5.466 0.785 5.301
44 H 3.166 -0.108 5.443
45 H 1.806 -0.370 3.395
46 H 3.958 -2.177 1.495
47 H 4.730 -4.214 0.360
48 H 4.299 -4.532 -2.060
49 H 3.095 -2.779 -3.332
50 H 2.293 -0.763 -2.198
51 H 3.162 4.714 1.923
52 H 4.962 6.355 1.856
53 H 6.641 6.324 0.030
54 H 6.425 4.629 -1.771
55 H 4.580 3.036 -1.766
56 H -2.360 3.491 -1.029
57 H -4.222 4.792 -0.097
58 H -4.262 5.364 2.310
59 H -2.426 4.599 3.785
60 H -0.591 3.256 2.873
61 H -0.228 0.680 -2.197
62 H -0.006 1.234 -4.605
63 H 0.503 3.552 -5.294
64 H 0.750 5.324 -3.583
65 H 0.485 4.781 -1.205
66 C 0.569 -5.345 -0.611
67 C -0.379 -4.192 -0.763
68 C -1.736 -4.349 -1.013
69 C -2.555 -3.242 -1.132
70 C -1.970 -1.992 -0.983
71 Br -3.080 -0.469 -1.143
72 N -0.687 -1.804 -0.740
73 C 0.085 -2.890 -0.638
74 H 0.065 -6.292 -0.805
75 H 0.979 -5.381 0.399
76 H 1.408 -5.258 -1.302
77 H -2.160 -5.342 -1.112
78 H -3.613 -3.330 -1.327
79 H 1.130 -2.705 -0.431
80 Te -1.480 -0.264 2.826

[2]
Below is a structure of composition C38H35Cl2N8O4Sc, with properties calculated with wB97M-V/def2-TZVPD.

Output
LUMO level in eV: 0.1473
Energy in eV: -105836.6475
Kohn-Sham gap in eV: 7.137
HOMO energy in eV: -6.989
Total charge: 0

Cartesian coordinates (Å):
1 Sc -0.667 0.319 1.878
2 C -2.056 3.036 2.947
3 N -1.720 1.708 3.465
4 C -2.789 1.075 4.223
5 C -3.634 0.206 3.347
6 N -3.429 -0.033 2.086
7 C -4.413 -0.955 1.724
8 C -4.660 -1.586 0.506
9 C -5.701 -2.495 0.446
10 C -6.492 -2.784 1.566
11 C -6.261 -2.169 2.783
12 C -5.213 -1.260 2.831
13 N -4.692 -0.489 3.862
14 C -1.619 3.211 1.523
15 N -1.423 2.259 0.651
16 C -0.966 2.915 -0.501
17 C -0.486 2.412 -1.708
18 C -0.085 3.318 -2.669
19 C -0.134 4.701 -2.449
20 C -0.569 5.216 -1.244
21 C -0.970 4.294 -0.288
22 N -1.389 4.453 1.026
23 H -1.577 3.822 3.539
24 H -3.135 3.197 3.014
25 H -0.858 1.714 4.008
26 H -3.426 1.803 4.740
27 H -2.335 0.437 4.984
28 H -4.068 -1.382 -0.369
29 H -5.909 -2.993 -0.492
30 H -7.298 -3.500 1.475
31 H -6.865 -2.386 3.655
32 H -5.009 -0.459 4.814
33 H -0.358 1.353 -1.865
34 H 0.316 2.949 -3.605
35 H 0.204 5.373 -3.226
36 H -0.573 6.280 -1.047
37 H -1.450 5.314 1.537
38 C -2.057 -3.659 3.869
39 C -1.268 -2.673 3.045
40 O -1.371 -1.463 3.217
41 N -0.414 -3.214 2.150
42 C 0.375 -2.427 1.206
43 C -0.410 -2.114 -0.048
44 C -0.392 -2.984 -1.130
45 C -1.115 -2.661 -2.266
46 C -1.845 -1.484 -2.276
47 C -1.821 -0.680 -1.149
48 N -1.105 -0.975 -0.068
49 H -2.724 -3.111 4.529
50 H -1.388 -4.280 4.464
51 H -2.649 -4.309 3.223
52 H -0.515 -4.197 1.963
53 H 1.236 -3.031 0.921
54 H 0.787 -1.524 1.688
55 H 0.205 -3.886 -1.090
56 H -1.099 -3.311 -3.131
57 H -2.421 -1.183 -3.141
58 H -2.384 0.244 -1.100
59 O 0.595 0.359 3.123
60 Cl 2.306 0.741 -3.742
61 C 3.907 1.253 -4.169
62 C 4.140 1.671 -5.469
63 C 5.398 2.133 -5.820
64 C 6.410 2.178 -4.877
65 C 6.159 1.745 -3.585
66 Cl 7.450 1.795 -2.431
67 C 4.909 1.262 -3.191
68 N 4.681 0.856 -1.864
69 C 4.394 -0.477 -1.585
70 C 4.821 -1.481 -2.459
71 C 4.598 -2.819 -2.185
72 C 3.953 -3.190 -1.019
73 C 3.542 -2.196 -0.141
74 C 3.735 -0.842 -0.384
75 C 3.235 0.142 0.660
76 C 2.083 1.068 0.217
77 O 2.343 2.159 -0.318
78 O 0.913 0.624 0.383
79 H 3.332 1.644 -6.187
80 H 5.587 2.466 -6.832
81 H 7.396 2.540 -5.132
82 H 4.144 1.550 -1.309
83 H 5.343 -1.201 -3.366
84 H 4.944 -3.570 -2.884
85 H 3.786 -4.234 -0.787
86 H 3.064 -2.478 0.792
87 H 4.056 0.775 1.009
88 H 2.865 -0.428 1.512

[3]
Below is a cluster of 5 separate species, C38H35F7O13 in total, with properties calculated with wB97M-V/def2-TZVPD.

Output
SMILES string: CC(=O)OCCCCCCCCOC(=O)OC(F)(F)C(F)(F)C(F)(F)F.O=C1C=CC(=O)C=C1.O=C1C=CC(=O)C=C1.O=C1C=CC(=O)C=C1.O=C1C=CC(=O)C=C1
LUMO level in eV: -1.7732
Energy in eV: -85608.9660
Kohn-Sham gap in eV: 8.466
HOMO energy in eV: -10.240
Total charge: 0

Cartesian coordinates (Å):
1 C -1.709 -1.151 3.833
2 C -1.925 -0.396 2.500
3 O -0.983 0.074 1.954
4 O -3.215 -0.294 2.112
5 C -3.411 -0.142 0.710
6 C -4.513 0.946 0.520
7 C -5.115 0.972 -0.918
8 C -4.192 1.654 -1.997
9 C -3.387 2.893 -1.504
10 C -2.668 3.659 -2.650
11 C -1.573 2.837 -3.403
12 C -0.861 1.793 -2.500
13 O 0.516 1.668 -2.941
14 C 1.036 0.455 -2.718
15 O 2.027 0.340 -2.140
16 O 0.335 -0.604 -3.277
17 C 0.561 -1.812 -2.657
18 F 0.430 -1.779 -1.338
19 F 1.756 -2.305 -2.994
20 C -0.529 -2.794 -3.202
21 F -0.308 -3.051 -4.501
22 F -0.423 -3.958 -2.567
23 C -1.985 -2.230 -3.106
24 F -2.263 -1.398 -4.084
25 F -2.801 -3.279 -3.278
26 F -2.277 -1.720 -1.927
27 H -1.046 -0.498 4.415
28 H -2.673 -1.153 4.366
29 H -1.293 -2.153 3.678
30 H -2.529 0.196 0.145
31 H -3.801 -1.045 0.208
32 H -4.182 1.923 0.900
33 H -5.331 0.630 1.199
34 H -5.252 -0.083 -1.223
35 H -6.098 1.464 -0.839
36 H -4.851 2.021 -2.805
37 H -3.525 0.861 -2.379
38 H -4.138 3.612 -1.080
39 H -2.718 2.656 -0.658
40 H -2.193 4.555 -2.213
41 H -3.462 4.007 -3.333
42 H -2.043 2.375 -4.286
43 H -0.827 3.555 -3.785
44 H -0.834 2.192 -1.475
45 H -1.435 0.860 -2.571
46 C 5.196 -2.887 -3.735
47 C 4.423 -3.954 -3.926
48 C 4.961 -5.197 -4.528
49 O 4.257 -6.169 -4.703
50 C 6.395 -5.206 -4.908
51 C 7.169 -4.140 -4.718
52 C 6.629 -2.896 -4.116
53 O 7.334 -1.925 -3.940
54 H 4.819 -1.970 -3.297
55 H 3.375 -3.965 -3.654
56 H 6.771 -6.123 -5.345
57 H 8.217 -4.129 -4.990
58 C 8.032 -6.786 0.516
59 C 6.905 -6.999 1.191
60 C 5.580 -6.745 0.577
61 O 4.553 -6.937 1.193
62 C 5.559 -6.246 -0.820
63 C 6.686 -6.033 -1.494
64 C 8.010 -6.287 -0.880
65 O 9.038 -6.095 -1.497
66 H 9.009 -6.965 0.948
67 H 6.902 -7.364 2.211
68 H 4.582 -6.067 -1.253
69 H 6.690 -5.669 -2.513
70 C -1.874 2.062 8.122
71 C -1.031 2.827 8.812
72 C 0.287 3.216 8.256
73 O 1.056 3.911 8.885
74 C 0.630 2.721 6.900
75 C -0.213 1.956 6.210
76 C -1.531 1.567 6.767
77 O -2.301 0.871 6.137
78 H -2.840 1.767 8.512
79 H -1.265 3.197 9.802
80 H 1.596 3.016 6.510
81 H 0.022 1.586 5.219
82 C -3.026 5.771 1.263
83 C -2.576 7.009 1.448
84 C -3.508 8.145 1.645
85 O -3.099 9.274 1.811
86 C -4.961 7.847 1.630
87 C -5.411 6.608 1.445
88 C -4.478 5.474 1.248
89 O -4.886 4.343 1.081
90 H -2.361 4.928 1.117
91 H -1.519 7.245 1.462
92 H -5.627 8.689 1.776
93 H -6.467 6.372 1.430

> Which value of energy does entry 3 give?

-85608.9660 eV